The following is a DFT calculation (ωB97M-V with the def2-TZVPD basis set) of a cluster of 11 separate species, C57H125N3O24 in total.

Last column: Löwdin charge in e.
Atoms and positions in Å:
C  -1.87  -3.98  -0.19  -0.018
O  -2.20  -4.03  1.23  -0.045
C  -2.14  -5.30  1.69  -0.593
O  -1.78  -6.25  0.99  0.105
O  -2.41  -5.30  2.99  -0.040
C  -2.00  -6.52  3.65  -0.013
H  -1.78  -2.90  -0.30  0.076
H  -2.69  -4.42  -0.75  0.066
H  -0.93  -4.48  -0.39  0.085
H  -2.56  -7.32  3.18  0.092
H  -2.27  -6.45  4.74  0.120
H  -0.95  -6.64  3.42  0.092
C  1.02  -3.65  1.62  -0.128
O  2.28  -3.25  2.01  -0.191
C  2.77  -2.21  1.15  -0.180
C  4.19  -1.93  1.55  -0.184
O  5.10  -2.95  1.13  -0.141
C  5.06  -4.11  2.00  -0.168
C  6.28  -4.97  1.75  -0.213
O  7.49  -4.38  2.16  -0.170
C  8.62  -4.88  1.51  -0.140
H  1.06  -4.07  0.61  0.092
H  0.30  -2.83  1.80  0.086
H  0.69  -4.43  2.34  0.100
H  2.07  -1.37  1.14  0.110
H  2.82  -2.62  0.11  0.093
H  4.32  -1.70  2.63  0.132
H  4.50  -1.01  1.04  0.129
H  4.15  -4.69  1.82  0.120
H  4.93  -3.72  3.01  0.126
H  6.25  -5.21  0.68  0.115
H  6.11  -5.96  2.24  0.135
H  8.53  -4.72  0.39  0.101
H  8.84  -5.98  1.67  0.101
H  9.45  -4.29  1.88  0.079
C  0.21  11.37  2.65  -0.089
O  -0.48  11.23  3.88  -0.181
C  -1.59  10.41  3.96  -0.230
C  -1.20  8.97  4.26  -0.181
O  -0.54  8.41  3.12  -0.146
C  -1.50  8.08  2.11  -0.204
C  -0.84  7.24  1.02  -0.190
O  -0.73  5.87  1.43  -0.212
C  0.10  5.13  0.58  -0.105
H  0.90  10.54  2.45  0.086
H  0.74  12.32  2.74  0.087
H  -0.52  11.46  1.84  0.088
H  -2.23  10.49  3.04  0.124
H  -2.22  10.83  4.78  0.138
H  -2.00  8.25  4.48  0.111
H  -0.51  8.94  5.10  0.129
H  -1.79  8.99  1.56  0.115
H  -2.44  7.55  2.45  0.153
H  0.12  7.74  0.86  0.124
H  -1.45  7.24  0.09  0.140
H  -0.02  4.09  0.86  0.078
H  1.10  5.56  0.72  0.095
H  -0.21  5.28  -0.43  0.076
C  0.63  -2.70  -2.51  -0.083
O  -0.24  -1.72  -1.98  -0.216
C  0.49  -0.62  -1.40  -0.180
C  -0.45  0.15  -0.50  -0.143
O  -0.76  -0.66  0.68  -0.135
C  -2.09  -0.45  1.17  -0.195
C  -2.20  0.77  1.99  -0.208
O  -2.29  1.95  1.21  -0.190
C  -2.32  3.08  2.00  -0.121
H  1.23  -3.16  -1.73  0.066
H  1.29  -2.26  -3.27  0.074
H  -0.06  -3.44  -2.95  0.097
H  0.91  0.03  -2.20  0.095
H  1.36  -1.00  -0.83  0.109
H  -1.42  0.40  -1.00  0.127
H  0.12  1.07  -0.25  0.114
H  -2.31  -1.32  1.81  0.112
H  -2.86  -0.35  0.40  0.111
H  -1.35  0.78  2.69  0.113
H  -3.11  0.78  2.63  0.129
H  -3.10  2.97  2.80  0.106
H  -2.53  4.01  1.47  0.087
H  -1.35  3.22  2.54  0.081
C  1.94  -0.13  3.93  -0.148
O  2.64  0.44  2.92  -0.167
C  1.90  1.43  2.27  -0.196
C  2.65  1.96  1.10  -0.196
O  2.57  1.09  0.00  -0.143
C  3.38  1.63  -1.06  -0.147
C  2.68  2.70  -1.93  -0.232
O  2.79  3.97  -1.36  -0.187
C  2.29  4.99  -2.22  -0.092
H  2.47  -1.07  4.25  0.113
H  0.94  -0.50  3.60  0.073
H  1.74  0.59  4.70  0.084
H  1.77  2.25  2.97  0.127
H  0.90  1.05  2.01  0.121
H  3.70  2.10  1.41  0.140
H  2.27  2.96  0.87  0.114
H  3.58  0.80  -1.76  0.092
H  4.26  2.12  -0.63  0.126
H  1.66  2.32  -2.03  0.101
H  3.12  2.76  -2.94  0.124
H  1.38  4.77  -2.78  0.086
H  3.08  5.35  -2.88  0.086
H  2.03  5.85  -1.61  0.072
C  -5.40  2.43  -3.50  -0.112
O  -5.36  3.00  -2.21  -0.161
C  -4.38  2.40  -1.41  -0.194
C  -2.96  2.75  -1.87  -0.159
O  -2.55  1.77  -2.87  -0.162
C  -1.34  2.14  -3.47  -0.216
C  -1.00  1.12  -4.53  -0.171
O  -1.86  1.34  -5.68  -0.185
C  -1.69  0.39  -6.72  -0.104
H  -4.41  2.41  -4.00  0.088
H  -6.04  2.97  -4.20  0.087
H  -5.72  1.38  -3.55  0.083
H  -4.50  1.33  -1.36  0.116
H  -4.47  2.93  -0.43  0.136
H  -2.26  2.72  -1.06  0.095
H  -3.07  3.77  -2.22  0.131
H  -0.49  2.07  -2.75  0.108
H  -1.36  3.18  -3.84  0.137
H  -1.22  0.13  -4.10  0.105
H  0.09  1.14  -4.75  0.119
H  -2.53  0.54  -7.36  0.080
H  -1.75  -0.61  -6.31  0.044
H  -0.77  0.63  -7.29  0.096
C  -0.64  -2.45  4.31  -0.114
O  -0.95  -2.36  5.67  -0.161
C  -0.16  -1.45  6.40  -0.196
C  -0.90  -0.16  6.61  -0.229
O  -1.05  0.46  5.39  -0.150
C  -1.80  1.69  5.51  -0.131
C  -0.87  2.91  5.40  -0.223
O  -1.62  4.09  5.40  -0.191
C  -0.90  5.30  5.21  -0.076
H  -0.97  -1.53  3.82  0.076
H  -1.20  -3.29  3.93  0.073
H  0.42  -2.62  4.15  0.083
H  0.77  -1.27  5.85  0.098
H  0.16  -1.94  7.33  0.135
H  -0.30  0.48  7.29  0.136
H  -1.91  -0.40  7.09  0.148
H  -2.41  1.76  6.45  0.148
H  -2.42  1.81  4.63  0.084
H  -0.30  2.80  4.47  0.105
H  -0.15  3.07  6.18  0.113
H  -0.12  5.38  6.01  0.103
H  -1.62  6.09  5.29  0.068
H  -0.43  5.42  4.23  0.079
C  -0.51  -3.38  -6.66  -0.099
O  0.75  -3.89  -6.29  -0.224
C  0.68  -5.23  -5.71  -0.182
C  1.97  -5.62  -5.17  -0.209
O  2.20  -4.91  -3.96  -0.128
C  3.37  -5.42  -3.33  -0.194
C  3.80  -4.49  -2.26  -0.185
O  4.08  -3.24  -2.91  -0.205
C  4.62  -2.29  -2.04  -0.103
H  -1.26  -3.40  -5.87  0.071
H  -0.93  -3.99  -7.46  0.092
H  -0.32  -2.33  -6.95  0.085
H  0.33  -5.90  -6.45  0.118
H  -0.13  -5.10  -5.00  0.123
H  2.72  -5.30  -5.93  0.149
H  2.00  -6.74  -5.08  0.148
H  4.16  -5.49  -4.09  0.133
H  3.22  -6.45  -2.92  0.141
H  4.73  -4.96  -1.86  0.134
H  3.15  -4.30  -1.37  0.124
H  4.65  -1.33  -2.51  0.068
H  5.58  -2.63  -1.53  0.111
H  4.02  -2.20  -1.11  0.055
C  2.78  -0.50  -7.61  -0.110
C  3.77  -1.46  -6.95  -0.230
C  3.21  -1.98  -5.62  -0.158
C  2.91  -0.81  -4.72  -0.174
N  2.63  0.09  -4.03  0.189
H  2.80  0.51  -7.19  0.078
H  1.76  -0.81  -7.63  0.054
H  3.03  -0.32  -8.64  0.063
H  4.73  -0.97  -6.77  0.110
H  4.00  -2.31  -7.61  0.109
H  3.82  -2.65  -5.03  0.094
H  2.29  -2.57  -5.81  0.102
C  -3.02  -1.89  -3.81  -0.091
C  -4.32  -1.43  -3.22  -0.238
C  -4.63  -2.02  -1.86  -0.185
C  -4.82  -3.47  -1.78  -0.227
N  -4.88  -4.62  -1.69  0.150
H  -2.98  -2.97  -3.97  0.079
H  -2.21  -1.67  -3.10  0.058
H  -2.81  -1.32  -4.72  0.059
H  -5.11  -1.75  -3.94  0.132
H  -4.36  -0.39  -3.05  0.064
H  -5.54  -1.67  -1.47  0.090
H  -3.81  -1.76  -1.12  0.121
C  -4.94  -1.86  5.10  -0.091
C  -4.10  -2.51  4.06  -0.287
C  -4.91  -2.90  2.84  -0.160
C  -5.30  -1.69  2.09  -0.207
N  -5.55  -0.74  1.46  0.161
H  -4.48  -1.77  6.08  0.071
H  -5.87  -2.44  5.13  0.084
H  -5.15  -0.83  4.75  0.086
H  -3.55  -3.36  4.44  0.103
H  -3.28  -1.86  3.78  0.084
H  -5.82  -3.42  3.08  0.118
H  -4.23  -3.46  2.17  0.104

The largest force on an atom is 3.16 eV Å⁻¹. As for the multiplicity: 1. As for the total energy: -114733.48853 eV. Its SMILES is COC(=O)OC.COCCOCCOC.COCCOCCOC.COCCOCCOC.COCCOCCOC.COCCOCCOC.COCCOCCOC.COCCOCCOC.CCCC#N.CCCC#N.CCCC#N. The value obtained for the frontier orbital gap is 9.9 eV.